# C4H14N3O

A 2-piece molecular cluster, C4H14N3O overall (ωB97M-V with the def2-TZVPD basis set, OMol25).

Output
total energy = -10887.9561 eV
charge = +1
energy above the lowest of the compared OMol25 structures with the same formula, charge and spin = 0.205 eV

Geometry (Å):
C (-2.20, 0.34, 1.75)
C (-1.61, -0.55, 0.67)
C (-0.15, -0.97, 0.90)
N (0.81, -0.28, 0.03)
C (1.07, -0.62, -1.22)
N (0.76, -1.82, -1.71)
N (1.67, 0.27, -2.03)
H (-2.71, -0.24, 2.52)
H (-2.83, 1.13, 1.36)
H (-1.43, 0.89, 2.30)
H (-2.19, -1.45, 0.44)
H (-1.68, -0.06, -0.29)
H (0.17, -0.72, 1.91)
H (-0.02, -2.04, 0.80)
H (1.02, 0.69, 0.23)
H (0.43, -2.59, -1.16)
H (1.03, -2.03, -2.65)
H (2.38, -0.07, -2.66)
H (1.83, 1.20, -1.68)
H (1.92, 3.22, 0.48)
H (0.51, 3.11, -0.22)
O (1.21, 2.61, 0.23)